This record from OMol25 describes 2 unconnected molecules or ions with the total composition C17H25BrO8P2 at a distorted geometry. The level of theory is the ωB97M-V functional and the def2-TZVPD basis.

Each line ends with the Löwdin charge.
Cartesian coordinates (Å):
C1 -2.1226 -0.0595 -1.7720  0.18
C2 -1.2590 0.5914 -2.3028  -0.05
C3 -0.2486 1.4620 -2.8823  -0.30
O1 -0.5463 1.8417 -4.2451  0.05
C4 0.5985 1.7291 -4.9793  -0.58
O2 0.6030 1.4949 -6.1438  0.16
C5 1.7639 1.8869 -4.0156  -0.41
P1 1.8069 3.7412 -3.6282  0.62
O3 2.7018 3.8182 -2.2689  -0.38
Br1 3.3624 4.2243 -5.1589  0.34
C6 1.2102 0.9548 -2.8958  -0.46
C7 1.8848 0.9784 -1.5142  -0.19
C8 1.3516 -0.0940 -0.5482  -0.19
C9 2.3663 -0.5280 0.5271  -0.17
C10 1.9680 -0.1638 1.9671  -0.16
C11 2.3173 -1.2269 2.9927  -0.17
O4 1.2126 -2.1506 3.0352  0.00
C12 1.2512 -3.0693 4.0055  -0.56
C13 -0.0024 -3.8943 4.0348  0.02
O5 2.1729 -3.1896 4.7629  0.10
P2 1.4044 -0.7768 -3.5808  0.78
O6 0.2350 -1.6762 -3.5123  -0.38
H1 -2.9381 -0.4947 -1.2557  0.03
H2 -0.2546 2.3776 -2.2742  0.15
H3 2.7176 1.6101 -4.4590  0.09
H4 3.6278 3.5721 -2.3923  0.05
H5 1.6986 1.9550 -1.0692  0.11
H6 2.9679 0.9038 -1.6486  0.11
H7 1.0217 -0.9782 -1.0976  0.09
H8 0.4606 0.2921 -0.0512  0.10
H9 2.4930 -1.6127 0.4766  0.11
H10 3.3455 -0.0930 0.3073  0.11
H11 2.4572 0.7653 2.2722  0.12
H12 0.8920 0.0159 2.0276  0.10
H13 2.4568 -0.8023 3.9865  0.13
H14 3.2166 -1.7831 2.7202  0.13
H15 -0.7311 -3.3955 4.6755  0.09
H16 0.2316 -4.8643 4.4674  0.09
H17 -0.4311 -4.0097 3.0424  0.09
H18 2.5312 -1.2160 -2.8578  0.04
H19 1.9370 -0.5797 -4.8663  0.04
O7 -1.7068 0.0114 1.9198  0.12
C14 -2.9001 0.0605 1.9526  -0.48
C15 -3.7894 0.8906 2.8594  -0.07
C16 -5.1568 0.2271 2.7027  -0.15
C17 -5.0654 -0.3399 1.2895  -0.15
O8 -3.6757 -0.6631 1.1051  0.00
H20 -3.7815 1.9168 2.4877  0.13
H21 -3.4022 0.8793 3.8742  0.13
H22 -6.0005 0.9008 2.8333  0.12
H23 -5.2575 -0.5870 3.4212  0.12
H24 -5.3504 0.3933 0.5317  0.13
H25 -5.6459 -1.2467 1.1420  0.13

Output
ΔE to the lowest compared entry with this formula, charge and spin (kcal/mol): 0.0
M (g mol⁻¹): 499.2
SMILES: C#C[C@@H]1OC(=O)[C@@H](P(O)Br)[C@]1(CCCCCOC(C)=O)[PH2]=O.O=C1CCCO1
E_LUMO (eV): 0.141
E_tot (a.u.): -4521.423472
Kohn-Sham gap (eV): 9.7

---

This record from OMol25 describes a gas-phase ion, C27H29FN3O3S (charge +1) at a distorted geometry. The level of theory is the ωB97M-V functional and the def2-TZVPD basis.

Each line ends with the Löwdin charge.
Cartesian coordinates (Å):
C1 3.6271 4.6169 0.0785  -0.04
C2 3.0717 3.2424 -0.0999  -0.25
C3 1.9233 3.0231 -0.8554  -0.02
C4 1.3910 1.7573 -1.0371  0.01
C5 2.0378 0.6794 -0.4561  -0.13
C6 3.1657 0.8894 0.3490  -0.11
C7 3.6783 2.1560 0.5263  0.03
C8 3.5509 -0.3871 1.0319  -0.15
C9 5.0546 -0.6869 1.2413  -0.13
N1 5.7549 -1.1585 0.0795  -0.22
C10 6.1073 -0.1332 -0.8764  -0.07
C11 5.0986 -2.3156 -0.4740  -0.17
C12 3.6705 -2.0081 -0.9519  -0.09
C13 2.8147 -1.4365 0.1878  -0.16
N2 1.7144 -0.6905 -0.4570  0.10
C14 0.6246 -1.3077 -0.8264  -0.25
O1 0.5182 -2.5725 -0.4368  0.16
C15 -0.3532 -0.7966 -1.7886  -0.09
C16 0.0840 -0.2054 -2.9781  -0.02
C17 -0.8175 0.1596 -3.9573  -0.04
C18 -2.1747 -0.0565 -3.7633  -0.04
C19 -2.6243 -0.6505 -2.5998  0.01
C20 -1.7257 -1.0417 -1.6112  -0.23
N3 -2.1540 -1.6997 -0.4568  -0.04
S1 -1.8096 -1.0336 1.0909  0.73
O2 -0.6304 -0.2361 0.9070  -0.25
O3 -1.7313 -2.1535 1.9678  -0.25
C21 -3.2103 0.0274 1.3940  -0.23
C22 -2.9626 1.3828 1.2526  -0.04
C23 -3.9816 2.2960 1.4354  0.02
C24 -5.2398 1.8083 1.7603  -0.25
F1 -6.2424 2.6711 1.9392  0.10
C25 -5.4914 0.4551 1.9012  0.06
C26 -4.4688 -0.4716 1.7159  -0.24
C27 -4.7555 -1.9317 1.8490  -0.03
H1 3.4044 4.9792 1.0820  0.09
H2 4.7088 4.6124 -0.0362  0.09
H3 3.1977 5.3112 -0.6379  0.08
H4 1.4283 3.8647 -1.3154  0.12
H5 0.4885 1.6415 -1.6113  0.10
H6 4.5429 2.3122 1.1528  0.13
H7 3.1003 -0.3523 2.0315  0.16
H8 5.1349 -1.4639 2.0075  0.13
H9 5.5500 0.2086 1.6182  0.12
H10 5.2461 0.4094 -1.2915  0.08
H11 6.6611 -0.5908 -1.6938  0.09
H12 6.7590 0.5879 -0.3854  0.09
H13 5.0696 -3.0878 0.2993  0.13
H14 5.6875 -2.6917 -1.3120  0.13
H15 3.7304 -1.2728 -1.7580  0.12
H16 3.2044 -2.9102 -1.3481  0.12
H17 2.4060 -2.2409 0.8001  0.17
H18 -0.3629 -2.9346 -0.6217  0.14
H19 1.1421 -0.0706 -3.1420  0.13
H20 -0.4643 0.6030 -4.8741  0.12
H21 -2.8828 0.2326 -4.5235  0.12
H22 -3.6783 -0.8349 -2.4546  0.12
H23 -3.1183 -2.0000 -0.4985  0.12
H24 -1.9607 1.6991 1.0107  0.11
H25 -3.8201 3.3569 1.3389  0.13
H26 -6.4862 0.1263 2.1588  0.14
H27 -5.4812 -2.0961 2.6419  0.10
H28 -3.8538 -2.4925 2.0741  0.06
H29 -5.1956 -2.3164 0.9276  0.10

Output
ΔE to the lowest compared entry with this formula, charge and spin (kcal/mol): 2.7
M (g mol⁻¹): 494.6
SMILES: Cc1ccc2c(c1)[C@@H]1CN(C)CC[C@@H]1N2/C(O)=C1\C=CC=C\C1=[NH+]\S(=O)(=O)c1ccc(F)cc1C
E_LUMO (eV): -3.276
E_tot (a.u.): -1934.104355
Kohn-Sham gap (eV): 7.4
Total charge: +1

---

This record from OMol25 describes a molecular structure, C14H23NO4W at a distorted geometry. The level of theory is the ωB97M-V functional and the def2-TZVPD basis.

Each line ends with the Löwdin charge.
Cartesian coordinates (Å):
W1 -0.7096 -0.0041 -0.0246  1.87
C1 1.9218 -0.3374 -1.3169  -0.05
C2 1.2875 -1.6731 -1.6340  0.01
O1 -0.1317 -1.5961 -1.0919  -0.30
C3 -0.6397 -2.9532 -0.6484  0.00
C4 -1.7084 -2.6761 0.3832  -0.03
O2 -1.1172 -1.5610 1.1793  -0.28
C5 -1.7845 -1.0627 2.4194  -0.03
C6 -0.7822 -0.0767 2.9789  0.00
O3 -0.2070 0.6648 1.7887  -0.30
C7 1.2083 1.1591 2.0548  0.01
C8 1.8945 1.2022 0.7067  -0.04
O4 1.3852 -0.0067 0.0216  -0.29
H1 1.6224 0.4646 -1.9980  0.15
H2 3.0121 -0.3835 -1.2794  0.18
H3 1.7612 -2.4935 -1.0990  0.16
H4 1.2201 -1.8809 -2.7018  0.18
H5 0.2161 -3.4729 -0.2202  0.16
H6 -1.0180 -3.4678 -1.5322  0.18
H7 -1.9040 -3.5256 1.0406  0.18
H8 -2.6482 -2.3110 -0.0368  0.15
H9 -1.9668 -1.9053 3.0892  0.18
H10 -2.7340 -0.6159 2.1171  0.15
H11 0.0560 -0.5765 3.4612  0.16
H12 -1.2347 0.6641 3.6387  0.18
H13 1.6526 0.4191 2.7172  0.16
H14 1.1299 2.1321 2.5397  0.18
H15 2.9816 1.1463 0.7900  0.18
H16 1.6215 2.0678 0.0971  0.15
C9 -4.6989 3.6539 -2.7762  0.04
C10 -3.9190 2.6416 -2.0362  -0.13
C11 -4.5462 1.5785 -1.3383  0.09
C12 -3.8286 0.6429 -0.6511  0.00
N1 -2.4576 0.7130 -0.6160  -0.15
C13 -1.8532 1.7366 -1.2855  -0.14
C14 -2.5027 2.7045 -1.9948  0.08
H17 -5.7604 3.4225 -2.8060  0.12
H18 -4.3075 3.7557 -3.7939  0.14
H19 -4.5571 4.6285 -2.2895  0.14
H20 -5.6274 1.4989 -1.3504  0.16
H21 -4.2918 -0.1773 -0.1185  0.15
H22 -0.7187 1.7772 -1.2305  0.13
H23 -1.9538 3.4860 -2.5053  0.16

Output
ΔE to the lowest compared entry with this formula, charge and spin (kcal/mol): 14.5
M (g mol⁻¹): 453.2
E_LUMO (spin up / spin down) (eV): -15.847 / -15.835
E_tot (a.u.): -968.292040
Kohn-Sham gap (spin up / spin down) (eV): 7.6 / 7.6
Total charge: +4

---

This record from OMol25 describes C6H7FO2 in the gas phase at a distorted geometry. The level of theory is the ωB97M-V functional and the def2-TZVPD basis.

Each line ends with the Löwdin charge.
Cartesian coordinates (Å):
C1 -0.4603 -0.1585 0.7556  -0.52
C2 -0.4375 1.7217 -0.4928  -0.08
C3 -1.5477 -0.3355 -0.2644  -0.05
C4 -1.2323 0.8604 -1.2760  -0.08
C5 0.8507 -0.4979 0.3422  -0.27
C6 1.9839 -0.2416 1.1530  -0.02
O1 -0.6906 0.3245 1.8939  -0.04
O2 0.0175 2.7177 -0.0696  0.25
F1 1.0314 -1.0717 -0.9195  0.01
H1 -1.4873 -1.2926 -0.6680  0.09
H2 -2.5987 -0.0655 0.0902  0.15
H3 -2.0468 1.3733 -1.6985  0.11
H4 -0.6065 0.4491 -2.0323  0.13
H5 2.4385 0.7099 0.8078  0.11
H6 2.5341 -1.2351 1.1833  0.13
H7 1.5213 -0.0189 2.0852  0.07

Output
ΔE to the lowest compared entry with this formula, charge and spin (kcal/mol): 60.7
M (g mol⁻¹): 130.1
E_LUMO (spin up / spin down) (eV): -0.358 / -0.102
E_tot (a.u.): -483.029745
Kohn-Sham gap (spin up / spin down) (eV): 6.8 / 7.4

---

This record from OMol25 describes a molecular structure, C8H20KO4 at a distorted geometry. The level of theory is the ωB97M-V functional and the def2-TZVPD basis.

Each line ends with the Mulliken spin population.
Cartesian coordinates (Å):
K1 0.4186 -1.0668 1.1714  0.00
C1 -1.9711 1.1298 -0.4145  0.00
O1 -0.8281 1.2932 0.4516  0.03
C2 -0.7876 2.4769 1.2059  -0.01
C3 0.5653 2.6873 1.8447  0.03
O2 0.7506 1.6515 2.8172  0.67
C4 1.8662 1.7494 3.6920  0.04
H1 -1.7311 0.3766 -1.1650  0.00
H2 -2.3652 1.9080 -1.0682  0.00
H3 -2.8363 0.8338 0.1787  0.00
H4 -1.4943 2.4662 2.0357  0.00
H5 -0.9118 3.4000 0.6398  0.00
H6 0.4918 3.6427 2.3642  0.05
H7 1.3239 2.8341 1.0758  0.03
H8 2.5602 2.4603 3.2434  0.02
H9 2.2278 0.7799 4.0345  0.03
H10 1.5243 2.2623 4.5910  0.09
C5 -1.6404 -3.5800 -0.2642  0.00
O3 -0.3988 -3.0406 -0.7029  0.00
C6 -0.5376 -2.5956 -2.0383  0.00
C7 0.8379 -1.8780 -2.3926  0.00
O4 0.8418 -0.7227 -1.6137  0.00
C8 1.7399 0.2393 -2.0829  0.00
H11 -2.5601 -3.0953 -0.5919  0.00
H12 -1.6687 -3.5729 0.8254  0.00
H13 -1.8727 -4.5858 -0.6144  0.00
H14 -1.3615 -1.9135 -2.2478  0.00
H15 -0.7200 -3.3428 -2.8106  0.00
H16 1.0860 -1.7050 -3.4398  0.00
H17 1.7545 -2.4473 -2.2378  0.00
H18 2.7671 -0.1077 -2.1951  0.00
H19 1.5675 0.9049 -1.2371  0.00
H20 1.3620 0.5576 -3.0545  0.00

Output
ΔE to the lowest compared entry with this formula, charge and spin (kcal/mol): 17.5
M (g mol⁻¹): 219.3
E_LUMO (spin up / spin down) (eV): -6.494 / -12.842
E_tot (a.u.): -1216.948487
Kohn-Sham gap (spin up / spin down) (eV): 9.2 / 2.8
2S+1: 2
Total charge: +2
<S²>: 0.75

---

This record from OMol25 describes a molecular structure, C25H24BrIrN2O4P. The level of theory is the ωB97M-V functional and the def2-TZVPD basis.

Each line ends with the Mulliken spin population.
Cartesian coordinates (Å):
Ir1 2.0189 0.8586 0.6709  2.16
O1 0.2524 5.1642 3.5615  0.01
C1 0.6755 3.9575 3.2446  0.01
C2 0.9074 2.9523 4.2241  0.08
C3 1.3523 1.7118 3.8557  -0.03
N1 1.5394 1.4948 2.5380  0.10
C4 1.3408 2.4299 1.6390  -0.03
Br1 2.4319 1.3600 -1.5654  0.39
C5 0.8975 3.6994 1.8817  0.03
H1 0.1469 5.2974 4.5158  0.00
H2 0.7339 3.1683 5.2703  0.00
H3 1.5473 0.9082 4.5500  0.00
H4 0.7597 4.4615 1.1319  0.00
N2 6.5580 -1.2099 1.0014  0.00
C6 5.1917 -1.8328 1.0446  0.01
C7 4.1687 -0.7137 0.9653  0.00
O2 2.9400 -1.0528 0.8613  0.06
O3 4.5429 0.4601 1.0222  0.05
H5 7.0036 -1.3105 0.0863  0.00
H6 7.1910 -1.6075 1.6996  0.00
H7 6.4403 -0.1972 1.1840  0.00
H8 5.0770 -2.3653 1.9877  0.00
H9 5.0789 -2.5418 0.2280  0.00
O4 -0.0264 0.0098 0.3456  0.12
P1 -1.0805 -0.4565 -0.6394  0.11
C8 -1.3493 0.8002 -1.9579  0.22
C9 -1.0427 0.5784 -3.2842  0.02
C10 -1.2956 1.5835 -4.2057  0.25
C11 -1.8726 2.8422 -3.7888  0.23
C12 -2.1706 3.0778 -2.4604  -0.03
C13 -1.9153 2.0790 -1.5456  0.20
C14 -2.6831 -0.5394 0.1299  0.00
C15 -2.7491 -0.9541 1.4556  -0.01
C16 -3.9858 -1.1050 2.0653  0.01
C17 -5.1501 -0.8515 1.3547  0.00
C18 -5.0904 -0.4400 0.0349  0.01
C19 -3.8557 -0.2903 -0.5829  0.03
C20 -0.6793 -2.0181 -1.3790  0.00
C21 0.4203 -2.7259 -0.9022  0.00
C22 0.6773 -4.0003 -1.3893  0.00
C23 -0.1528 -4.5601 -2.3461  0.00
C24 -1.2550 -3.8569 -2.8181  0.00
C25 -1.5254 -2.5921 -2.3296  0.00
H10 -0.6120 -0.3633 -3.5962  0.01
H11 -1.0669 1.4386 -5.2542  0.00
H12 -2.0694 3.6034 -4.5334  0.00
H13 -2.6033 4.0210 -2.1591  0.00
H14 -2.1512 2.2261 -0.4981  0.00
H15 -1.8384 -1.1625 2.0033  0.00
H16 -4.0469 -1.4282 3.0954  0.00
H17 -6.1120 -0.9848 1.8315  0.00
H18 -6.0030 -0.2433 -0.5103  0.00
H19 -3.8198 0.0030 -1.6276  0.00
H20 1.0636 -2.2874 -0.1515  0.00
H21 1.5217 -4.5635 -1.0170  0.00
H22 0.0481 -5.5554 -2.7188  0.00
H23 -1.9077 -4.3049 -3.5539  0.00
H24 -2.4164 -2.0723 -2.6652  0.00

Output
M (g mol⁻¹): 719.6
E_LUMO (spin up / spin down) (eV): -8.710 / -12.469
E_tot (a.u.): -4396.218828
Kohn-Sham gap (spin up / spin down) (eV): 7.9 / 4.1
2S+1: 5
Total charge: +3
<S²>: 6.04